[1]
61
Properties=species:S:1:pos:R:3:forces:R:3:nbo_charge:R:1 method="wB97M-V/def2-TZVPD" orbital_gap_ev=7.24 de_lowest_ev=0.076 e_homo_ev=-10.5 e_tot_ha=-3555.64496 charge=+1 mol_weight_da=554.24
Ga -0.43397 0.15844 0.07199 -0.003 -0.212 0.155 1.879
O -2.11315 0.19943 -0.72605 -0.048 -0.028 0.039 -0.859
C -2.44327 -0.34736 -1.89080 -0.025 0.049 0.008 0.374
C -3.67198 0.03278 -2.45239 -0.004 -0.021 -0.022 -0.272
C -4.10360 -0.48282 -3.65547 -0.026 0.020 0.020 -0.156
C -3.32838 -1.40663 -4.35882 0.042 -0.015 0.025 -0.258
C -2.12280 -1.79578 -3.82371 -0.043 0.004 -0.049 -0.141
C -1.65227 -1.28295 -2.60302 0.087 -0.033 0.024 -0.240
C -0.33756 -1.72273 -2.18235 -0.070 0.032 -0.033 0.167
N 0.25824 -1.25340 -1.15206 0.016 0.017 -0.030 -0.441
N 1.54697 -1.65791 -0.85814 -0.081 0.080 0.015 -0.415
C 2.05963 -0.84052 0.03064 0.046 -0.011 0.001 0.570
O 1.43114 0.18972 0.52510 0.001 -0.029 -0.010 -0.824
C 3.43310 -1.09883 0.51568 -0.039 -0.003 -0.040 -0.070
C 4.08211 -0.13626 1.28218 0.012 -0.009 0.025 -0.185
C 5.36958 -0.36963 1.74024 -0.016 0.012 0.000 -0.217
C 6.00681 -1.56500 1.44063 0.010 0.002 0.005 -0.183
C 5.35840 -2.52888 0.67854 -0.015 0.004 -0.004 -0.216
C 4.07535 -2.29769 0.21294 0.037 0.003 -0.015 -0.178
H -4.27534 0.73989 -1.89771 -0.004 0.001 0.000 0.228
H -5.05963 -0.16799 -4.05404 0.001 -0.001 -0.001 0.225
H -3.67096 -1.81254 -5.29981 0.000 -0.001 -0.001 0.229
H -1.50230 -2.51208 -4.35016 -0.006 -0.006 -0.002 0.217
H 0.19285 -2.45233 -2.79300 0.006 0.006 -0.002 0.209
H 3.57355 0.79027 1.51007 0.000 -0.002 -0.001 0.226
H 5.87579 0.38282 2.33026 0.006 -0.005 0.002 0.220
H 7.01107 -1.74626 1.80065 0.000 -0.003 -0.002 0.221
H 5.85585 -3.46102 0.44610 0.003 0.001 0.001 0.221
H 3.56244 -3.03592 -0.38756 -0.002 0.000 0.004 0.232
N -0.66555 3.48257 0.55067 0.040 0.057 0.015 -0.759
C -0.81269 2.80527 1.68640 -0.028 0.045 -0.060 0.643
N -0.96857 3.50123 2.80598 -0.007 -0.056 0.007 -0.559
C -1.10022 2.78799 3.91918 -0.012 0.009 0.028 0.612
N -1.27744 3.43531 5.06812 -0.009 -0.002 0.001 -0.736
N -1.06309 1.43105 3.98536 -0.001 0.034 -0.026 -0.530
C -0.91927 0.83829 2.83490 -0.002 -0.073 -0.025 0.483
N -0.80939 1.44423 1.63800 0.034 0.041 -0.019 -0.684
C -0.88553 -0.65048 2.82519 -0.054 0.086 -0.021 0.161
C -0.90909 -1.39331 3.98775 -0.030 -0.042 -0.005 -0.183
C -0.88698 -2.77666 3.87760 -0.004 0.008 0.018 -0.125
C -0.85502 -3.35834 2.62175 -0.010 0.009 -0.004 -0.219
C -0.82881 -2.53792 1.50662 -0.011 -0.012 -0.016 0.094
N -0.83984 -1.21184 1.61434 0.112 0.046 0.010 -0.525
H -0.59856 4.48337 0.62238 -0.010 -0.006 0.001 0.421
H -0.41221 3.00920 -0.30620 -0.048 -0.037 -0.001 0.429
H -1.32625 4.43876 5.07261 0.008 -0.001 -0.006 0.421
H -1.39239 2.91416 5.91876 0.010 0.000 0.001 0.419
H -0.94460 -0.88814 4.94074 0.002 0.002 0.000 0.259
H -0.89574 -3.39305 4.76628 -0.006 0.000 -0.001 0.240
H -0.84377 -4.43135 2.49784 0.004 -0.001 0.001 0.244
H -0.79255 -2.94207 0.50389 0.024 0.009 -0.003 0.225
C 0.37574 1.28586 -3.90164 0.005 0.004 0.011 -0.733
C -0.32666 1.90974 -2.74379 0.021 -0.105 0.009 0.703
C -1.45196 2.86097 -3.00929 -0.027 -0.007 -0.010 -0.740
O 0.02169 1.66791 -1.58972 0.087 0.130 -0.024 -0.648
H 0.75061 2.07287 -4.56088 -0.001 -0.003 0.004 0.257
H -0.34597 0.70697 -4.48377 -0.004 0.011 0.001 0.260
H 1.19292 0.65300 -3.56626 0.012 -0.005 -0.004 0.247
H -1.81377 2.78789 -4.03182 -0.016 -0.005 0.002 0.243
H -1.09217 3.88085 -2.84640 0.017 -0.004 0.000 0.255
H -2.26054 2.66686 -2.30453 0.019 0.020 0.008 0.260


[2]
94
Properties=species:S:1:pos:R:3:forces:R:3:lowdin_charge:R:1 method="wB97M-V/def2-TZVPD" orbital_gap_ev=7.71 e_homo_ev=-12.5 e_tot_ha=-5176.87113 charge=+1 mol_weight_da=745.72
O -2.95714 0.12657 0.86217 -0.085 1.755 -0.434 -0.259
S -3.41221 -0.16034 -0.46017 0.324 -2.836 2.322 0.751
O -3.65359 -1.56906 -0.60198 -0.546 0.273 -1.682 -0.244
C -4.99954 0.64344 -0.92287 -0.409 -0.100 1.140 -0.290
N -5.07466 0.74284 -2.37165 0.388 -0.763 -0.677 0.107
C -5.36664 1.89304 -2.84461 0.360 0.918 1.960 0.079
C -5.60624 2.81421 -1.68731 -1.817 -0.050 -0.429 -0.167
C -5.43858 2.00508 -0.32784 1.214 1.271 -2.741 -0.554
Br -4.16432 3.08821 0.66102 -0.254 -0.590 0.507 0.853
C -2.05859 0.22716 -1.68536 0.008 1.378 0.115 -0.520
F -1.08036 -0.54990 -1.34370 1.016 -1.146 0.973 0.191
F -2.38705 -0.09203 -2.92542 -1.087 0.012 -0.893 0.160
C -1.50924 1.67794 -1.64459 0.560 -1.056 -1.053 -0.671
F -0.91841 1.90056 -0.52242 0.049 0.578 1.836 0.220
F -2.42903 2.56555 -1.93797 -1.377 0.810 0.190 0.164
F -0.59744 1.76188 -2.57951 0.906 -0.088 -1.232 0.217
H -5.74325 -0.09807 -0.60969 0.459 -0.273 0.080 0.160
H -4.84764 -0.09233 -2.91290 -0.167 0.172 -0.177 0.191
H -5.43153 2.14248 -3.89697 0.034 -0.200 -0.016 0.177
H -6.69037 3.01304 -1.79182 0.179 0.378 -0.024 0.153
H -5.12764 3.79817 -1.75342 0.083 -0.133 -0.082 0.049
H -6.39503 1.95025 0.17533 0.229 -0.157 0.343 0.107
C 2.24451 -0.81610 -2.40989 -0.069 -0.046 0.042 -0.096
C 2.02743 -1.86455 -1.32134 -0.069 0.318 -0.163 -0.262
C 3.17786 -2.87025 -1.22597 -0.328 -0.111 -0.245 -0.184
C 3.31676 -3.59246 -2.50015 0.123 0.572 1.210 -0.216
N 3.42405 -4.13390 -3.49729 0.037 -0.509 -0.966 0.162
H 2.29722 -1.26998 -3.40075 0.050 0.010 0.016 0.061
H 1.41890 -0.10302 -2.42472 0.057 0.040 -0.010 0.049
H 3.16792 -0.25883 -2.23949 -0.015 0.008 -0.032 0.084
H 1.09137 -2.39365 -1.51671 0.050 -0.091 0.077 0.108
H 1.91698 -1.36173 -0.35804 0.043 -0.108 0.046 0.085
H 2.98791 -3.58939 -0.42908 0.116 -0.011 -0.067 0.063
H 4.11518 -2.35808 -1.00286 0.036 -0.047 -0.047 0.124
C 4.93008 -2.84610 -8.59658 0.041 0.003 -0.023 -0.112
C 5.67951 -2.65496 -7.28260 0.012 -0.011 -0.271 -0.263
C 4.74423 -2.53234 -6.07491 0.078 0.253 -0.331 -0.205
C 3.85541 -1.36742 -6.22668 0.691 -1.095 0.354 -0.247
N 3.16826 -0.46495 -6.34421 -0.642 0.845 -0.108 0.138
H 4.29571 -1.98780 -8.82412 -0.027 -0.019 0.050 0.069
H 5.63282 -2.95878 -9.42268 -0.021 -0.033 0.008 0.072
H 4.30128 -3.73828 -8.56296 -0.003 0.018 -0.013 0.077
H 6.30551 -1.76275 -7.35572 0.010 -0.020 0.088 0.110
H 6.34762 -3.50366 -7.12505 -0.020 0.028 0.118 0.109
H 5.32312 -2.41182 -5.15965 -0.109 -0.013 0.069 0.109
H 4.13252 -3.42784 -5.96840 -0.034 0.036 0.092 0.095
C -0.95469 5.86844 -2.70571 0.003 -0.047 0.017 -0.107
C -1.31773 7.10534 -1.89228 0.166 -0.108 -0.261 -0.250
C -2.33556 6.81177 -0.78552 -0.109 0.022 -0.267 -0.172
C -3.59391 6.30338 -1.35951 1.231 0.571 0.780 -0.220
N -4.56586 5.91629 -1.81078 -0.991 -0.607 -0.515 0.153
H -1.82390 5.46396 -3.23015 -0.018 0.017 0.025 0.065
H -0.20734 6.11476 -3.45937 0.009 -0.027 0.023 0.079
H -0.54326 5.08615 -2.06340 0.025 0.034 0.007 0.062
H -1.71353 7.87193 -2.56168 -0.030 0.041 0.091 0.114
H -0.41355 7.51200 -1.43806 -0.081 0.010 0.108 0.113
H -2.55491 7.71753 -0.21950 -0.091 -0.046 0.035 0.124
H -1.93795 6.06694 -0.09231 -0.020 -0.028 -0.013 0.094
C 1.67784 -0.79443 2.87090 -0.005 -0.008 0.002 -0.095
C 1.47603 -1.84042 3.96154 -0.088 0.312 -0.104 -0.265
C 2.63113 -2.84120 4.04684 -0.252 -0.048 -0.231 -0.171
C 2.76839 -3.57087 2.77554 0.108 0.523 1.239 -0.207
N 2.87447 -4.12781 1.78688 -0.001 -0.497 -0.868 0.167
H 1.72283 -1.25136 1.88083 0.052 -0.021 0.025 0.050
H 0.84726 -0.08801 2.86483 0.020 -0.007 0.001 0.047
H 2.60075 -0.23175 3.03116 -0.006 -0.001 -0.032 0.086
H 0.54143 -2.37329 3.77603 0.029 -0.050 0.098 0.104
H 1.37138 -1.33953 4.92465 -0.006 -0.146 0.054 0.100
H 2.44910 -3.56009 4.84632 0.066 -0.034 -0.016 0.113
H 3.57006 -2.32910 4.26166 0.032 -0.043 -0.035 0.124
C 0.39006 -6.22484 7.67289 -0.011 0.002 0.011 -0.109
C -1.02259 -6.13355 7.10654 0.185 -0.153 0.191 -0.262
C -1.13363 -5.14909 5.93770 0.003 0.114 0.322 -0.184
C -0.76354 -3.79018 6.37062 -0.374 -1.148 -0.579 -0.240
N -0.47698 -2.74211 6.71580 0.307 0.973 0.299 0.156
H 0.71929 -5.26898 8.08399 -0.010 0.012 -0.047 0.070
H 0.42942 -6.95603 8.48005 0.021 -0.011 -0.034 0.075
H 1.10230 -6.53162 6.90360 0.005 -0.002 0.023 0.076
H -1.70850 -5.83677 7.90248 -0.060 0.021 -0.084 0.113
H -1.33611 -7.12173 6.76527 -0.068 0.066 -0.075 0.110
H -2.15485 -5.12693 5.55661 0.023 0.074 -0.054 0.116
H -0.47492 -5.44913 5.12079 0.011 0.045 -0.013 0.117
C -0.95132 2.25422 3.14118 -0.044 -0.057 0.009 -0.113
C 0.37421 2.75464 3.69656 -0.159 -0.176 -0.024 -0.256
C 0.53262 4.26905 3.52286 0.109 -0.209 -0.269 -0.170
C 0.47580 4.62816 2.09369 0.128 -0.084 1.337 -0.220
N 0.43213 4.89635 0.98610 -0.194 0.199 -1.051 0.159
H -1.01967 2.43577 2.06686 -0.022 0.018 0.009 0.045
H -1.06246 1.18100 3.29761 -0.049 0.029 0.027 0.067
H -1.79018 2.75631 3.62943 -0.021 -0.042 -0.016 0.081
H 1.19200 2.23372 3.19464 0.071 0.117 0.035 0.099
H 0.44422 2.50876 4.75762 0.042 0.097 -0.001 0.116
H 1.48522 4.60276 3.93431 -0.011 0.101 -0.069 0.121
H -0.26462 4.79959 4.04544 0.002 0.036 -0.027 0.122